Record 1
DFT (ωB97M-V/def2-TZVPD) results for a molecular structure, C2H3O5S.

CARTESIAN COORDINATES (ANGSTROEM)
H1 1.373 -0.757 -2.008
O1 0.978 1.016 1.037
C1 1.533 -0.473 -1.005
H2 -0.797 0.947 1.394
S1 -1.244 -0.525 0.068
O2 -0.127 1.646 1.463
H3 2.417 0.078 -0.902
O3 -1.473 -1.572 -0.897
C2 0.506 -0.141 -0.318
O4 -1.160 -0.893 1.433
O5 -2.005 0.674 -0.266

ΔE to the lowest compared entry with this formula, charge and spin   128.3 kcal per mole
Total energy   -23191.3111 eV
Lowest unoccupied orbital energy   3.98 eV
Gap between HOMO and LUMO   8.5 eV
Net charge   -1

Record 2
DFT (ωB97M-V/def2-TZVPD) results for C2H3OP in the gas phase.

CARTESIAN COORDINATES (ANGSTROEM)
H1 -0.825 0.000 -1.768
P1 -0.856 0.000 -0.387
H2 1.271 1.471 0.655
O1 -2.172 0.000 0.249
C1 0.655 0.671 0.298
C2 0.655 -0.671 0.298
H3 1.271 -1.471 0.655

ΔE to the lowest compared entry with this formula, charge and spin   19.4 kcal per mole
Total energy   -13456.9160 eV
Lowest unoccupied orbital energy   0.90 eV
Gap between HOMO and LUMO   10.8 eV
Net charge   0
SMILES string   O=[PH]1C=C1

Record 3
DFT (ωB97M-V/def2-TZVPD) results for C2H3OPS in the gas phase.

CARTESIAN COORDINATES (ANGSTROEM)
H1 -1.025 -1.872 -2.178
H2 0.488 0.155 1.874
P1 -0.901 -0.550 -1.685
C1 -0.162 -0.966 -0.258
S1 0.417 1.864 0.125
C2 0.294 0.413 0.848
O1 0.784 2.877 1.116
H3 0.105 -1.921 0.158

ΔE to the lowest compared entry with this formula, charge and spin   69.8 kcal per mole
Total energy   -24290.3067 eV
Lowest unoccupied orbital energy   -0.86 eV
Gap between HOMO and LUMO   8.4 eV
Net charge   0

Record 4
DFT (ωB97M-V/def2-TZVPD) results for a molecular structure, C2H3OS3.

CARTESIAN COORDINATES (ANGSTROEM)
H1 -1.200 -0.952 0.304
S1 0.715 1.957 -1.858
C1 0.331 0.461 -1.194
O1 -1.753 -0.923 1.136
H2 0.591 1.366 0.720
C2 0.836 0.593 0.136
H3 -1.054 -1.078 1.903
S2 -0.426 -0.931 -1.774
S3 1.959 -0.494 0.627

ΔE to the lowest compared entry with this formula, charge and spin   13.0 kcal per mole
Total energy   -36676.5736 eV
Lowest unoccupied orbital energy   2.95 eV
Gap between HOMO and LUMO   7.1 eV
Net charge   -1